Entry 1:
This record from OMol25 describes a structure of composition C11H7N2NdO6 at a distorted geometry. The level of theory is ωB97M-V with the def2-TZVPD basis set.

```
27
Properties=species:S:1:pos:R:3
H 1.691 3.688 3.134
O -3.099 -1.733 -0.332
O 1.035 1.057 5.113
H 0.579 1.804 -0.621
Nd -0.275 -0.572 -2.446
N 0.136 -0.078 0.210
C 0.260 -0.183 2.627
H 1.851 3.394 4.898
C -0.061 -0.746 1.377
C -1.999 0.393 -4.135
C 0.852 1.825 1.543
C 0.590 -2.600 -1.249
O 0.356 0.338 -6.078
H 0.645 -2.360 -3.106
O -2.031 -4.093 -3.436
C 0.524 1.219 0.318
N 1.602 3.064 3.970
H 0.111 -0.809 3.487
C 0.744 1.141 2.755
O 0.717 -3.632 -0.733
C 1.137 1.752 4.088
H 1.188 2.866 1.549
C 0.515 -0.264 -5.081
C -2.235 -1.417 -1.022
O -2.910 0.789 -4.733
C -1.447 -3.095 -3.347
H -0.475 -1.751 1.251
```

Computed properties:
- spin multiplicity = 4
- LUMO level (spin up / spin down) (eV) = -9.32 / -9.20
- orbital gap (spin up / spin down) (Ha) = 0.2280 / 0.2325
- electronic energy (eV) = -42043.160
- total charge = +2

***

Entry 2:
This record from OMol25 describes an isolated molecule of C12H22O at a distorted geometry. The level of theory is ωB97M-V with the def2-TZVPD basis set.

```
35
Properties=species:S:1:pos:R:3
H 1.474 2.364 1.277
H -2.504 0.736 1.638
H 0.959 -4.506 0.938
C 0.544 -3.422 0.694
H 0.442 2.996 -3.272
C 0.545 -3.351 -1.863
C -0.601 1.458 1.273
C -0.430 0.821 -0.120
H 2.255 -3.053 -0.519
H -0.763 -1.240 0.644
H -0.056 1.140 -2.154
C 0.185 1.010 2.488
H 0.669 -2.796 1.596
H 0.540 -4.411 -1.951
C 1.159 -2.813 -0.550
H -1.248 -0.788 -1.011
H -0.381 -2.829 -2.147
H -0.273 1.093 3.486
C -0.493 -0.713 -0.286
H 1.637 -0.784 -0.016
C -2.036 1.755 1.641
C -0.260 3.237 -1.344
H 0.742 0.095 2.413
C 0.501 2.304 1.744
H 1.194 -2.981 -2.652
C -0.238 1.667 -1.219
H -2.565 2.366 0.849
H -1.289 3.573 -1.555
H 0.173 3.724 -0.427
C 0.904 -1.254 -0.642
H -0.467 -3.470 0.459
H 1.047 -0.894 -1.663
O 0.571 3.533 -2.479
H -2.249 2.203 2.544
H 0.310 3.230 2.189
```

Computed properties:
- spin multiplicity = 1
- LUMO level (eV) = 0.84
- ΔE to the lowest compared entry with this formula, charge and spin (kcal per mole) = 60.8
- SMILES = CC(C)CC/C(=C/CO)C1(C)CC1
- orbital gap (Ha) = 0.3571
- electronic energy (eV) = -14845.372
- total charge = 0